Entry 1:
Molecular formula: CH5N2S2
Method: DFT, ωB97M-V/def2-TZVPD

As for the HOMO energy: -12.928 eV. As for the total charge: +1. As for the molecular weight: 109.20 g/mol. The value obtained for the gap between HOMO and LUMO is 8.40 eV.

```
10
Properties=species:S:1:pos:R:3:mulliken_charge:R:1
C 1.85 -0.14 0.24 0.565
N 0.64 -0.40 0.43 -0.656
N -1.90 0.32 -0.20 -0.572
S 3.35 -0.82 -0.03 -0.041
S 2.75 1.20 -0.33 -0.058
H -0.82 0.07 0.25 0.477
H 0.52 -1.35 0.67 0.222
H -1.85 1.23 -0.71 0.370
H -2.57 0.33 0.49 0.338
H -1.97 -0.43 -0.82 0.356
```

***

Entry 2:
Molecular formula: C24H17IMgN5
Method: DFT, ωB97M-V/def2-TZVPD

As for the HOMO energy: -10.343 eV. As for the total charge: +1. As for the molecular weight: 526.64 g/mol. The value obtained for the gap between HOMO and LUMO is 6.64 eV.

```
48
Properties=species:S:1:pos:R:3:mulliken_charge:R:1
Mg 0.09 0.03 -0.75 0.659
N 0.44 -0.17 3.82 0.062
C -0.01 0.02 2.60 -0.484
N 0.74 0.14 1.54 -0.371
C 2.08 -0.05 1.69 0.322
N 2.95 -0.11 0.69 -0.855
N 2.28 -0.02 -0.50 0.510
C 2.97 0.09 -1.55 -0.299
C 2.34 0.11 -2.87 0.746
C 3.06 0.14 -4.06 -0.649
C 2.40 0.23 -5.30 -0.298
C 1.02 0.34 -5.25 -0.661
C 0.36 0.38 -4.04 -0.188
N 0.98 0.19 -2.88 -0.332
C 2.68 -0.22 2.99 1.010
C 4.05 -0.28 3.16 -0.318
C 4.55 -0.45 4.47 -0.725
C 3.70 -0.48 5.57 -0.418
C 2.32 -0.39 5.39 -0.844
C 1.83 -0.27 4.11 -0.013
H -0.22 -0.22 4.58 0.239
H -1.05 0.15 2.51 0.502
H 4.11 0.12 -1.56 0.265
H 4.16 0.15 -3.95 0.318
H 2.98 0.17 -6.24 0.410
H 0.39 0.50 -6.15 0.325
H -0.69 0.60 -3.93 0.534
H 4.66 -0.25 2.30 0.521
H 5.60 -0.66 4.62 0.389
H 4.09 -0.73 6.56 0.383
H 1.72 -0.34 6.32 0.324
I -1.30 -2.59 -0.67 0.020
C -3.10 -1.59 -0.65 0.663
C -4.16 -2.39 -0.57 -0.729
C -5.42 -1.77 -0.66 -0.511
C -5.57 -0.43 -0.69 -0.881
C -4.43 0.40 -0.81 1.124
C -4.59 1.83 -0.96 -1.085
C -3.44 2.56 -1.10 -0.703
C -2.14 1.99 -1.00 -0.337
C -1.91 0.65 -0.84 -0.750
C -3.15 -0.17 -0.76 0.847
H -4.11 -3.50 -0.45 0.316
H -6.35 -2.33 -0.53 0.334
H -6.54 0.06 -0.66 0.397
H -5.54 2.20 -1.13 0.472
H -3.47 3.63 -1.27 0.374
H -1.36 2.72 -1.14 0.380
```

***

Entry 3:
Molecular formula: C2H22O8S
Method: DFT, ωB97M-V/def2-TZVPD

As for the HOMO energy: -9.406 eV. As for the molecular weight: 206.26 g/mol. The value obtained for the gap between HOMO and LUMO is 9.35 eV.

```
33
Properties=species:S:1:pos:R:3:mulliken_charge:R:1
C -0.41 -1.51 -2.09 -1.680
C 0.38 -0.73 -1.05 1.441
S 2.18 -0.78 -1.45 -0.258
H 0.01 -2.54 -2.21 0.392
H -0.39 -1.02 -3.11 0.391
H -1.41 -1.70 -1.77 0.433
H 0.05 0.31 -1.04 -0.450
H 0.20 -1.12 -0.03 -0.261
H 2.67 -0.30 -0.32 0.132
O 0.92 2.33 0.73 -0.641
H 0.95 2.52 -0.23 0.386
H 1.22 3.15 1.13 0.272
O -1.74 1.59 -2.08 -0.644
H -2.48 1.97 -2.54 0.259
H -1.79 0.60 -2.18 0.276
O 0.73 -2.83 1.67 -0.777
H 1.38 -3.14 0.97 0.290
H 0.93 -1.88 1.98 0.421
O 1.04 -0.25 2.30 -0.763
H 0.11 -0.21 2.53 0.514
H 1.13 0.49 1.71 0.234
O -1.74 2.00 0.92 -0.762
H -0.83 2.23 0.87 0.444
H -1.98 1.90 0.01 0.354
O -1.86 -2.33 1.18 -0.700
H -2.33 -2.91 1.71 0.297
H -0.96 -2.56 1.30 0.408
O -1.59 -0.08 2.64 -0.877
H -1.77 0.71 2.01 0.480
H -1.81 -0.90 2.12 0.422
O 0.66 2.79 -1.90 -0.713
H 1.26 2.31 -2.44 0.322
H -0.18 2.37 -2.03 0.358
```

***

Entry 4:
Molecular formula: C5H2OS
Method: DFT, ωB97M-V/def2-TZVPD

As for the HOMO energy: -9.873 eV. As for the molecular weight: 110.14 g/mol. The value obtained for the gap between HOMO and LUMO is 8.92 eV.

```
9
Properties=species:S:1:pos:R:3:mulliken_charge:R:1
C 4.06 -0.33 -0.08 0.075
C 2.91 -0.16 -0.11 -0.609
C 1.54 0.06 0.10 0.240
C 0.28 -0.05 0.38 -0.094
C -1.08 0.42 0.14 0.504
O -1.16 1.71 -0.09 -0.484
S -2.51 -0.69 -0.13 -0.189
H 5.15 -0.40 -0.35 0.375
H -1.90 -1.92 0.46 0.182
```

***

Values for ΔE to the lowest compared entry with this formula, charge and spin, eV, ordered as above
1.4476 0.0000 0.0000 2.5827